DFT (ωB97M-V/def2-TZVPD) results for a structure of composition C38H24Cl5F5P2RuS.

Each line ends with the Mulliken charge.
Cartesian coordinates (Å):
C -3.751 0.903 3.439  -0.76
C -1.879 -0.314 2.549  0.68
H -1.326 -2.087 3.653  0.35
Cl 2.406 -3.102 -0.084  -0.22
F -0.383 -5.010 -6.472  -0.27
C -2.063 -2.710 0.295  -0.93
H -2.753 -1.927 -0.007  0.46
H 1.006 -0.571 3.104  0.59
C 4.755 -0.824 -2.385  0.67
H 0.267 -5.529 1.504  0.47
C -0.382 -4.738 1.156  -0.60
C -1.549 -5.046 0.467  -0.57
C -0.973 2.323 -0.917  -0.36
C 0.836 4.073 -2.072  -0.82
Cl 1.339 1.053 -3.285  -0.15
C 1.747 0.846 1.613  -1.17
H -2.192 2.667 -2.655  0.46
H -3.317 -4.266 -0.469  0.49
Cl 4.361 1.281 -4.048  -0.18
H -4.442 1.732 3.373  0.45
P 0.340 2.027 1.462  1.30
F 0.549 -5.111 -3.918  -0.28
H -0.008 6.820 2.594  0.41
C -2.954 -1.062 4.570  -0.75
H -0.583 4.242 -3.675  0.40
H 1.792 2.440 3.961  0.26
C -0.050 -3.418 1.402  -1.65
C 0.206 4.758 2.067  -0.54
C -2.395 -4.032 0.044  -0.77
Ru -0.038 -0.507 -1.197  0.06
C 1.106 -0.503 2.016  -0.57
C 2.021 -0.946 -1.652  -2.00
C -0.504 -3.062 -3.438  -0.61
H 0.857 -3.196 1.947  0.82
C 4.298 -1.808 -1.500  -0.26
H -1.729 1.721 -0.416  0.39
C 2.946 -1.856 -1.161  1.43
C 3.848 0.080 -2.938  -0.46
C -0.673 -4.035 -5.621  0.62
H -3.021 -1.767 5.386  0.44
F -2.500 -0.934 -5.564  -0.32
C 1.402 3.396 3.637  -0.69
H 2.274 0.750 0.656  -0.02
C -1.262 2.898 -2.156  -0.68
H 1.539 4.758 -2.524  0.46
F -0.030 -3.150 -2.175  0.03
H 1.698 -1.354 1.669  0.21
C 1.127 3.493 -0.852  -0.33
P -0.590 -0.607 1.298  1.32
C -0.879 -2.381 0.962  1.46
H -4.601 0.129 5.248  0.40
C 1.084 5.734 4.082  -0.51
C -1.454 -2.962 -6.036  0.27
C -1.751 -1.952 -5.141  0.28
C -3.841 0.003 4.490  -0.54
C 2.514 -0.021 -2.561  1.75
H 2.049 3.749 -0.342  0.54
C -1.285 -1.977 -3.822  0.94
C -0.362 3.779 -2.725  -0.72
H 2.476 1.181 2.348  0.78
C -1.986 -1.230 3.593  -0.72
H 2.124 4.389 5.388  0.41
C 0.220 2.615 -0.252  0.52
H -1.803 -6.078 0.274  0.44
Cl 5.415 -2.933 -0.842  -0.17
H 1.231 6.595 4.717  0.40
C 0.719 3.514 2.426  0.68
C -2.765 0.752 2.478  0.03
C 0.390 5.860 2.887  -0.73
Cl 6.414 -0.724 -2.793  -0.16
S -1.752 -0.693 -2.736  -0.44
F -1.903 -2.912 -7.285  -0.26
C 1.587 4.497 4.457  -0.77
H -2.677 1.484 1.683  0.24
H -0.340 4.881 1.138  0.35
C -0.196 -4.086 -4.316  -0.25

Output
E_HOMO (spin up / spin down) (eV): -10.50 / -10.74
DFT total energy (eV): -147980.68269
LUMO energy (spin up / spin down) (eV): -2.2210 / -5.2599
Energy above the lowest of the compared OMol25 structures with the same formula, charge and spin (kJ/mol): 91.67
Kohn-Sham gap (spin up / spin down) (eV): 8.28 / 5.48
Charge: +1
2S+1: 6
Expectation value of S²: 8.7762